The following is a quantum chemistry calculation of a 2-piece molecular cluster, C6H16 overall, from OMol25.

```
22
C6H16 ωB97M-V/def2-TZVPD
C 0.84520 -2.62863 -0.81163
C 0.02940 -1.66550 -1.57403
C -1.18763 -1.30077 -0.68858
C 0.80601 -0.39212 -1.79787
H 0.26737 -3.55091 -0.69885
H 1.31856 -2.15641 0.06463
H 1.68743 -3.00639 -1.37673
H -0.38266 -2.21415 -2.57163
H -1.52511 -2.20675 -0.22457
H -1.01458 -0.67171 0.20083
H -2.01688 -0.87164 -1.20228
H 1.22347 -0.31674 -2.78828
H 0.15400 0.48841 -1.65281
H 1.62319 -0.39617 -1.13618
C 0.38581 3.13212 1.90973
C -0.90064 2.52611 2.63733
H 0.69869 2.60780 0.99136
H 0.09280 4.00655 1.61753
H 1.31091 3.14061 2.54146
H -0.44008 2.19393 3.55352
H -1.24699 1.57545 2.27622
H -1.61909 3.35082 2.35607
```

## Properties
HOMO-LUMO gap (eV): 12.036
Highest occupied orbital energy (eV): -10.99
Energy above the lowest of the compared OMol25 structures with the same formula, charge and spin (kcal per mole): 47.1
SMILES string: CC(C)C.CC

The following is a quantum chemistry calculation of a 2-piece molecular cluster, C6H16 overall, from OMol25.

```
22
C6H16 ωB97M-V/def2-TZVPD
C -2.78461 0.44166 0.85827
C -1.87242 -0.27847 -0.12342
C -0.46319 0.24606 0.19842
C -1.95621 -1.78150 -0.08710
H -2.39532 0.37459 1.91373
H -3.82777 0.11754 0.93834
H -2.77634 1.52760 0.68706
H -2.22993 0.23569 -1.02535
H -0.55745 1.33953 0.07845
H -0.10385 -0.17508 1.14627
H 0.28720 0.18492 -0.60682
H -2.89928 -2.28102 -0.26990
H -1.34709 -2.17741 -0.93474
H -1.51198 -2.15311 0.84534
C 3.31872 0.59142 0.34324
C 3.33540 0.68676 -1.19821
H 2.76732 -0.28157 0.67952
H 4.35940 0.49920 0.73760
H 3.03427 1.50102 0.87738
H 4.18301 0.09422 -1.55556
H 2.47640 0.27892 -1.69982
H 3.57246 1.70044 -1.53232
```

## Properties
HOMO-LUMO gap (eV): 12.019
Highest occupied orbital energy (eV): -10.95
Energy above the lowest of the compared OMol25 structures with the same formula, charge and spin (kcal per mole): 20.0
SMILES string: CC(C)C.CC

The following is a quantum chemistry calculation of a 2-piece molecular cluster, C6H16 overall, from OMol25.

```
22
C6H16 ωB97M-V/def2-TZVPD
C -0.37544 1.56100 -2.10674
C -1.87235 1.35434 -1.70928
C -1.95188 1.17230 -0.21825
H -0.29531 2.28454 -2.91531
H 0.31394 0.71961 -2.09788
H 0.02077 2.10725 -1.23951
H -2.43934 2.21800 -2.05634
H -2.25841 0.57069 -2.36758
H -1.73043 0.18946 0.20445
H -1.25603 1.80691 0.34795
H -2.85375 1.54345 0.28650
C 0.67870 -2.49205 1.35656
C 2.00123 -1.62584 1.25957
C 1.58361 -0.14966 1.15719
H -0.17570 -1.81673 1.27870
H 0.53460 -2.85530 2.37818
H 0.69569 -3.28368 0.62048
H 2.66420 -1.93648 2.06117
H 2.40484 -1.95403 0.30996
H 1.00088 -0.02378 0.24733
H 0.94974 -0.00552 2.03371
H 2.36043 0.61554 1.16913
```

## Properties
HOMO-LUMO gap (eV): 12.338
Highest occupied orbital energy (eV): -11.22
Energy above the lowest of the compared OMol25 structures with the same formula, charge and spin (kcal per mole): 24.9
SMILES string: CCC.CCC

The following is a quantum chemistry calculation of a 2-piece molecular cluster, C6H16 overall, from OMol25.

```
22
C6H16 ωB97M-V/def2-TZVPD
C -0.83090 -1.25259 -2.22653
C 0.49548 -0.45413 -2.23286
C 1.71399 -1.43168 -2.11183
H -0.75447 -2.33246 -2.38001
H -1.49612 -0.92090 -1.43172
H -1.34938 -1.06518 -3.18950
H 0.48100 0.26156 -1.41214
H 0.61531 0.10744 -3.14360
H 2.07520 -1.69884 -3.10616
H 1.31651 -2.40796 -1.80684
H 2.35731 -1.08044 -1.30565
C -1.00558 0.01290 2.59456
C 0.14618 1.04194 2.59461
C -0.21235 2.20451 1.65204
H -0.83175 -0.84271 3.25858
H -1.82279 0.68735 2.90615
H -1.20631 -0.35765 1.59392
H 1.01968 0.63009 2.07428
H 0.41017 1.37302 3.59459
H -0.93254 2.83402 2.17313
H -0.80225 1.97607 0.74643
H 0.61361 2.71563 1.15857
```

## Properties
HOMO-LUMO gap (eV): 12.071
Highest occupied orbital energy (eV): -11.04
Energy above the lowest of the compared OMol25 structures with the same formula, charge and spin (kcal per mole): 28.1
SMILES string: CCC.CCC

The following is a quantum chemistry calculation of C6H16BF2GaIO5S as an isolated structure, from OMol25.

```
33
C6H16BF2GaIO5S ωB97M-V/def2-TZVPD
C -1.21268 1.43023 4.45956
C -1.03444 0.75889 3.10845
O -0.37635 -0.49449 3.30674
B -0.05105 -1.27526 2.23806
O 0.54068 -2.48719 2.58269
Ga -0.43698 -0.85182 0.19040
F -1.27733 0.73197 -0.09363
C 1.12732 -0.91343 -1.06935
C 2.05969 0.25513 -0.73255
C 3.39891 -0.21158 -0.18595
I 2.40939 1.51063 -2.46774
S -1.94187 -2.48164 -0.75354
O -1.33157 -3.78404 -0.90263
O -2.69735 -1.96717 -1.87137
F -3.09129 -2.74745 0.38812
H -1.43976 0.67854 5.21708
H -2.03954 2.14347 4.42325
H -0.31653 1.97429 4.76404
H -1.99758 0.59636 2.61955
H -0.43865 1.37966 2.43474
H 1.33919 -2.67372 2.09112
H 0.74136 -0.83632 -2.08547
H 1.67670 -1.85593 -0.98947
H 1.60738 0.95248 -0.02545
H 3.89896 -0.86628 -0.90221
H 4.06317 0.62084 0.05163
H 3.22304 -0.78277 0.73397
C -0.98209 1.60896 -4.66167
O -0.76175 2.60497 -3.67878
H -0.01113 1.16757 -4.88088
H -1.64260 0.81670 -4.29910
H -1.39440 2.02520 -5.58784
H -1.61085 2.97319 -3.42178
```

## Properties
HOMO-LUMO gap (eV): 8.173
Charge: -1
Highest occupied orbital energy (eV): -5.59

The following is a quantum chemistry calculation of C6H16BN in the gas phase, from OMol25.

```
24
C6H16BN ωB97M-V/def2-TZVPD
C 1.37458 1.04953 2.15754
C 1.29351 0.15464 0.90858
C 1.33648 -1.24559 1.48413
B -0.15002 0.40433 -0.12707
N -0.51447 1.71899 -0.29575
C -0.73853 -0.71922 -1.08864
C -2.23155 -0.82190 -0.74681
C -0.43997 -0.28100 -2.54173
H 0.63958 0.87252 2.88284
H 1.14727 2.16775 1.86980
H 2.22443 0.97918 2.68990
H 2.18799 0.55302 0.33060
H 1.92677 -1.29519 2.38180
H 0.36875 -1.50044 1.71816
H 1.94628 -1.94091 0.76766
H -0.39553 2.45200 0.31715
H -1.05137 2.07914 -1.08268
H -0.22080 -1.76550 -0.79186
H -2.38613 -1.15541 0.19543
H -2.63400 -1.41426 -1.43377
H -2.73496 0.23394 -0.84980
H -0.85052 0.63556 -2.90520
H 0.75703 -0.18195 -2.70453
H -0.85482 -0.97922 -3.13573
```

## Properties
HOMO-LUMO gap (eV): 9.831
Highest occupied orbital energy (eV): -9.19
Energy above the lowest of the compared OMol25 structures with the same formula, charge and spin (kcal per mole): 17.5
SMILES string: CC(C)B(N)C(C)C

The following is a quantum chemistry calculation of a 2-piece molecular cluster, C6H16BN overall, from OMol25.

```
24
C6H16BN ωB97M-V/def2-TZVPD
B 0.39380 0.12687 -0.31482
C -1.83727 -0.04488 -1.45774
C -1.54399 -0.78953 0.88266
C -1.47643 1.75789 0.32858
C 1.81659 -1.20089 1.02147
C 2.82251 0.53236 -0.58520
C -1.15335 0.29785 -0.14304
N 1.66914 -0.06304 0.03005
H 0.66283 2.36971 -1.82123
H -1.81165 -1.06544 -1.72310
H -1.48692 0.49506 -2.37141
H -3.02792 0.05475 -1.56629
H -2.49006 -0.68277 1.32230
H -0.77341 -0.77439 1.75338
H -1.37606 -1.79496 0.52262
H -1.28079 1.77492 1.34121
H -0.78255 2.32701 -0.33137
H -2.43332 2.14426 0.06148
H 2.55300 -1.82809 0.55498
H 2.21164 -0.89579 1.97722
H 0.84897 -1.66940 1.12770
H 3.71562 -0.23427 -0.56279
H 2.67310 0.91795 -1.67506
H 3.22403 1.24196 0.12612
```

## Properties
<S²>: 2.0034
Multiplicity: 3
HOMO-LUMO gap (alpha / beta) (eV): 5.346 / 8.732
Highest occupied orbital energy (alpha / beta) (eV): -4.62 / -9.68
Energy above the lowest of the compared OMol25 structures with the same formula, charge and spin (kcal per mole): 14.0

The following is a quantum chemistry calculation of C6H16CsO2 as an isolated structure, from OMol25.

```
25
C6H16CsO2 ωB97M-V/def2-TZVPD
Cs 0.41577 -3.39680 -1.06128
C -1.09015 1.32453 -1.62156
C -0.02738 0.61423 -2.45276
C 1.37884 1.00907 -2.08918
O -0.14466 -0.82681 -2.21054
H -0.98501 2.40797 -1.66919
H -0.93778 1.07871 -0.56682
H -2.09092 0.98954 -1.89385
H -0.17630 0.75712 -3.52469
H 1.61894 0.70931 -1.06207
H 1.48549 2.09048 -2.12247
H 2.08957 0.46277 -2.70944
H -1.08684 -1.03016 -2.26151
C -1.40787 -0.32197 2.11420
C -0.04282 -0.85319 1.69535
C 1.14036 0.04332 2.03021
O 0.15082 -2.15796 2.25461
H -1.67139 0.57090 1.55161
H -1.30503 -0.02773 3.16918
H -2.19704 -1.06820 2.17939
H 0.05355 -1.05023 0.62146
H 2.03942 -0.57827 1.97787
H 1.10644 0.43437 3.05249
H 1.33820 0.91150 1.40108
H 0.34577 -2.09249 3.19792
```

## Properties
HOMO-LUMO gap (eV): 10.413
Charge: +1
Highest occupied orbital energy (eV): -13.73
Energy above the lowest of the compared OMol25 structures with the same formula, charge and spin (kcal per mole): 8.1

The following is a quantum chemistry calculation of C6H16FLi2O2 as an isolated structure, from OMol25.

```
27
C6H16FLi2O2 ωB97M-V/def2-TZVPD
Li 1.09437 28.76269 27.69924
Li 2.45343 27.20961 29.66511
F 1.48488 26.69330 27.80367
C 3.08931 24.79393 24.88504
C 3.60235 24.24723 26.17218
C 4.66683 25.09953 26.78946
O 2.48825 24.18224 27.02188
H 2.28865 24.23184 24.40432
H 3.86436 25.03604 24.15787
H 2.64828 25.76988 25.08783
H 3.97119 23.22853 26.05256
H 4.87545 24.65180 27.76111
H 4.36846 26.14701 26.83278
H 5.55088 25.12564 26.15237
H 2.26302 25.10182 27.18073
C -1.54953 25.22316 27.61799
C -1.25890 24.47048 28.99944
C -1.39068 22.96803 29.01781
O 0.14107 24.71111 29.20068
H -2.60109 25.32233 27.34876
H -1.11780 24.70910 26.75924
H -0.99777 26.15525 27.49606
H -1.82047 24.93082 29.81236
H -0.78182 22.42524 28.29477
H -2.45047 22.81301 28.81558
H -1.14729 22.55391 29.99626
H 0.37149 25.52683 28.75002
```

## Properties
<S²>: 0.7543
Multiplicity: 2
HOMO-LUMO gap (alpha / beta) (eV): 6.473 / 3.186
Charge: +2
Highest occupied orbital energy (alpha / beta) (eV): -15.39 / -15.38

The following is a quantum chemistry calculation of a 3-piece molecular cluster, C6H16IO2 overall, from OMol25.

```
25
C6H16IO2 ωB97M-V/def2-TZVPD
I 0.05513 -0.99147 -0.14366
C 4.28196 -3.40399 3.98917
C 3.60234 -4.59739 4.61490
C 3.51248 -4.60682 6.08205
O 2.30091 -4.68713 4.01918
H 3.83563 -2.46853 4.32650
H 4.07137 -3.37576 2.92009
H 5.35114 -3.22733 4.10645
H 4.18175 -5.49212 4.38722
H 3.03982 -3.67377 6.38884
H 4.49141 -4.63339 6.56068
H 2.96461 -5.48571 6.42189
H 2.25098 -3.96999 3.38293
C -4.88274 4.36940 -5.40471
C -3.60735 3.68620 -4.83765
C -2.69876 4.80953 -4.47619
O -3.70148 2.90278 -3.65550
H -4.88287 4.98101 -6.30696
H -5.28508 5.12220 -4.72683
H -5.67445 3.62258 -5.46415
H -3.09014 3.12434 -5.61540
H -2.74045 5.57018 -5.25579
H -1.65758 4.49315 -4.41338
H -2.91501 5.24966 -3.50272
H -2.80361 2.68236 -3.39695
```

## Properties
HOMO-LUMO gap (eV): 6.099
Charge: -1
Highest occupied orbital energy (eV): -3.32
Energy above the lowest of the compared OMol25 structures with the same formula, charge and spin (kcal per mole): 40.5